{
  "formula": "C3H8N2O2",
  "method": "wB97M-V/def2-TZVPD",
  "largest_force_ev_per_a": 4.4,
  "charge": 0,
  "smiles": "NCC(=O)NCO",
  "lumo_ev": 0.611,
  "homo_lumo_gap_ev": 10.11,
  "species": ["O", "O", "N", "N", "C", "C", "C", "H", "H", "H", "H", "H", "H", "H", "H"],
  "coordinates": [[2.073149, 0.283908, -1.239880], [-0.509025, -0.106525, 2.592565], [1.029579, -0.220755, 0.780250], [-0.612272, 1.102990, -2.388680], [1.060486, -0.090948, -0.707635], [-0.309658, 0.084282, -1.272241], [-0.051148, -0.891289, 1.423839], [0.271835, 1.401034, -2.717797], [1.578327, 0.349422, 1.391912], [-0.964978, 1.863285, -1.920322], [-0.807330, 0.556856, -0.322272], [-1.139072, -0.714582, 3.013885], [-0.998626, -0.888690, 0.865075], [-0.935030, -0.826097, -1.226465], [0.313762, -1.902892, 1.727766]],
  "forces_ev_per_angstrom": [[-0.2, -0.7, -0.2], [0.8, -1.1, -0.5], [-0.9, -0.9, -2.6], [1.2, -4.2, 0.5], [0.9, 2.5, 2.9], [-3.4, 1.5, 1.9], [-0.7, 0.4, 1.3], [1.1, 0.2, -0.8], [0.8, 0.1, -0.3], [-1.1, 2.1, 1.2], [0.7, -0.4, -1.8], [0.2, 0.5, 0.1], [0.8, -0.8, -0.6], [0.6, 0.1, -1.2], [-0.8, 0.5, 0.1]]
}